Record 1
This record from the Open Molecules 2025 dataset describes a 6-piece molecular cluster, C33H55BrN2O12PS overall at a distorted geometry. The level of theory is wB97M-V/def2-TZVPD.

Structure (XYZ):
```
105
Properties=species:S:1:pos:R:3:forces:R:3:lowdin_charge:R:1
C -2.746 -4.633 -3.846 0.3 -0.1 1.1 -0.1069
C -1.635 -5.418 -3.076 -0.4 0.3 -1.3 -0.2564
C -0.368 -5.523 -3.982 -0.1 0.6 0.3 -0.1930
C 0.997 -5.271 -3.271 -0.4 -1.4 -0.5 -0.2078
C 1.107 -5.811 -1.827 1.0 0.8 0.4 -0.1935
C 2.311 -5.082 -1.126 -0.9 0.1 0.4 -0.1905
C 2.133 -4.981 0.416 0.2 0.2 -0.4 -0.1920
C 1.094 -3.904 0.825 0.3 -0.4 -0.3 -0.1959
C 1.626 -2.444 0.691 -0.4 -0.3 0.7 -0.1432
C 0.395 -1.487 0.717 0.7 -0.9 0.2 -0.1322
N 0.579 -0.228 -0.014 0.2 1.5 -0.1 0.0001
C 0.523 0.048 -1.371 -1.4 -0.9 -1.7 -0.2586
P 0.245 -1.135 -2.744 2.8 -1.3 -1.5 0.2216
O -0.367 -2.503 -2.144 -0.8 1.3 0.3 -0.1998
O -0.695 -0.530 -3.869 -0.7 -0.5 1.9 -0.1768
S 1.979 -1.475 -3.524 -0.1 0.3 0.4 0.3710
C 0.710 1.375 -1.621 -0.2 -1.1 1.5 -0.0202
N 0.905 1.905 -0.346 0.0 1.3 -1.5 0.1012
C 0.834 0.955 0.558 0.1 -0.3 1.7 -0.6697
Br 1.061 1.263 2.393 -0.1 -0.1 -0.7 0.9468
H -3.540 -4.385 -3.118 -0.1 -0.3 -0.6 0.0491
H -2.353 -3.658 -4.181 -0.1 -0.4 -0.1 0.0630
H -3.130 -5.228 -4.683 0.0 0.4 0.2 0.0782
H -2.003 -6.437 -2.877 0.1 0.4 0.3 0.1092
H -1.476 -4.873 -2.136 0.2 -0.3 -0.2 0.0629
H -0.464 -4.735 -4.752 0.1 -0.4 0.2 0.1022
H -0.406 -6.473 -4.536 0.2 0.2 0.3 0.1105
H 1.257 -4.210 -3.369 -0.1 -0.3 0.4 0.0371
H 1.757 -5.818 -3.860 -0.1 0.4 0.2 0.1196
H 0.231 -5.599 -1.194 0.0 -0.1 -0.5 0.0814
H 1.257 -6.902 -1.815 -0.1 0.3 0.0 0.1218
H 2.286 -4.043 -1.513 0.5 -0.4 0.0 0.0711
H 3.276 -5.547 -1.373 -0.3 0.2 -0.1 0.1188
H 3.094 -4.685 0.873 -0.3 -0.3 -0.1 0.1142
H 1.840 -5.974 0.795 0.1 0.4 0.1 0.1180
H 0.187 -4.031 0.201 0.2 0.0 0.3 0.0885
H 0.795 -4.100 1.867 -0.1 0.3 -0.3 0.1250
H 2.215 -2.257 1.605 0.1 0.1 -0.5 0.1200
H 2.289 -2.303 -0.177 -0.4 0.0 0.1 0.1094
H -0.465 -2.021 0.302 0.0 0.5 0.1 0.0887
H 0.203 -1.240 1.767 -0.4 0.1 -0.5 0.0917
H 0.307 -2.953 -1.604 0.0 -0.2 -0.4 0.0354
H -1.617 -0.402 -3.525 0.0 0.5 -0.4 0.0530
H 0.701 1.899 -2.570 0.2 0.1 0.4 0.1476
H 1.060 2.899 -0.197 0.1 -0.2 0.6 0.1588
O -2.889 0.528 -2.694 0.0 -0.3 0.5 0.0866
C -3.032 1.704 -2.464 -0.1 0.2 -0.4 -0.4628
O -3.673 2.162 -1.380 0.2 -0.3 -0.1 0.0508
C -3.777 3.601 -1.445 -0.1 0.5 0.1 -0.1318
C -2.666 4.034 -2.383 0.1 0.1 -0.1 -0.1449
C -2.580 2.852 -3.340 0.2 0.3 0.4 -0.0607
H -4.768 3.859 -1.823 0.0 -0.1 0.0 0.1356
H -3.664 4.018 -0.447 -0.1 -0.2 0.1 0.1300
H -2.862 4.986 -2.872 -0.1 0.0 0.0 0.1255
H -1.728 4.128 -1.830 0.0 0.0 0.0 0.1115
H -3.272 2.951 -4.178 0.1 -0.1 -0.1 0.1444
H -1.567 2.691 -3.703 -0.1 -0.2 -0.3 0.1197
O 5.050 5.996 -2.791 0.0 -0.2 -0.2 0.1416
C 4.761 5.092 -2.069 -0.1 0.6 0.1 -0.4711
O 4.555 3.818 -2.510 0.0 0.0 0.0 0.0330
C 4.121 2.995 -1.424 0.2 -0.2 0.1 -0.1639
C 4.594 3.703 -0.164 0.0 0.0 0.3 -0.1463
C 4.525 5.168 -0.575 0.3 -0.7 0.0 -0.0725
H 3.032 2.912 -1.470 0.0 0.0 0.0 0.0912
H 4.553 2.001 -1.528 0.0 0.0 -0.2 0.1317
H 3.998 3.463 0.717 0.0 0.0 -0.1 0.1036
H 5.629 3.427 0.046 0.0 -0.1 0.0 0.1235
H 3.543 5.595 -0.396 0.1 0.1 -0.1 0.1016
H 5.294 5.763 -0.088 -0.1 0.2 -0.1 0.1334
O 1.547 5.039 1.616 0.1 -0.1 -0.6 0.0723
C 1.933 6.148 1.883 0.1 -0.1 0.4 -0.4800
O 2.591 6.942 1.010 -0.4 -0.2 0.3 0.0015
C 3.005 8.155 1.676 0.2 0.4 0.0 -0.1311
C 2.079 8.290 2.869 -0.1 0.1 0.2 -0.1481
C 1.802 6.837 3.224 -0.1 0.5 -0.2 -0.0686
H 4.051 8.048 1.969 0.0 -0.1 0.0 0.1333
H 2.916 8.994 0.989 0.0 -0.2 -0.2 0.1325
H 2.509 8.870 3.683 0.1 0.0 -0.1 0.1237
H 1.151 8.776 2.565 0.0 0.0 0.0 0.1232
H 2.553 6.430 3.904 -0.1 -0.1 0.0 0.1376
H 0.804 6.701 3.634 0.1 -0.3 0.1 0.1291
O -1.227 -1.315 8.578 0.3 -0.2 -0.1 0.1405
C -1.022 -0.960 7.459 -0.3 0.3 0.4 -0.4777
O 0.153 -1.188 6.804 0.0 0.0 0.0 0.0295
C 0.127 -0.547 5.525 0.0 0.1 -0.2 -0.1946
C -1.347 -0.366 5.194 -0.2 0.1 -0.1 -0.1701
C -1.963 -0.170 6.573 0.2 -0.2 -0.6 -0.0688
H 0.657 0.408 5.605 0.0 0.0 0.0 0.1137
H 0.638 -1.174 4.795 0.1 -0.1 0.2 0.1102
H -1.536 0.458 4.504 0.1 0.0 0.0 0.1031
H -1.740 -1.277 4.741 0.0 0.1 -0.1 0.1019
H -1.945 0.876 6.886 -0.1 0.0 0.1 0.1320
H -2.973 -0.566 6.628 0.0 0.1 0.3 0.1293
O -2.584 -2.029 2.443 -0.1 0.1 0.1 0.1035
C -3.383 -2.399 1.625 0.3 -0.2 0.0 -0.4781
O -4.617 -2.841 1.933 0.2 0.1 0.0 0.0487
C -5.278 -3.314 0.741 -0.2 -0.1 -0.2 -0.1337
C -4.568 -2.620 -0.408 0.0 0.0 -0.2 -0.1408
C -3.153 -2.486 0.134 -0.4 0.2 -0.3 -0.0875
H -5.179 -4.401 0.699 0.0 0.0 0.0 0.1322
H -6.335 -3.060 0.787 0.0 0.0 0.2 0.1300
H -4.633 -3.164 -1.349 0.0 -0.1 0.1 0.1060
H -4.995 -1.628 -0.565 0.0 0.0 0.0 0.1229
H -2.549 -3.372 -0.079 0.1 0.1 0.0 0.1241
H -2.660 -1.588 -0.235 0.2 -0.1 0.1 0.1093
```
Forces are in eV/Å.

Calculated values
M: 814.750 g/mol
Multiplicity: 1
Total energy: -152827.343 eV
Maximum force: 3.40 eV Å⁻¹
Net charge: +1

=====

Record 2
This record from the Open Molecules 2025 dataset describes C33H55F9N5Na2O9PS4 as an isolated structure at a distorted geometry. The level of theory is wB97M-V/def2-TZVPD.

Structure (XYZ):
```
118
Properties=species:S:1:pos:R:3:forces:R:3:lowdin_charge:R:1
Na 4.063 -1.935 0.280 0.2 0.6 -0.5 0.3989
Na 1.678 2.337 1.785 0.3 -0.3 -0.4 0.5167
C 6.394 1.158 2.620 -0.5 0.0 -0.6 -0.6704
F 7.262 0.201 2.345 0.5 -0.6 -0.1 0.1372
F 5.788 0.824 3.777 0.1 0.1 0.0 0.1052
F 7.063 2.286 2.768 0.1 0.4 0.6 0.1464
S 5.162 1.371 1.234 -0.6 0.7 0.3 0.5041
O 5.655 2.439 0.423 0.4 -0.1 -0.1 -0.2635
O 5.079 0.071 0.617 0.0 -0.6 0.1 -0.3113
O 3.965 1.738 1.988 -0.7 0.1 0.3 -0.3605
P 0.838 -0.517 0.536 -0.3 0.1 -1.5 0.1971
F 1.872 -0.121 1.709 -0.2 -0.7 0.8 -0.1537
F 1.649 -1.891 0.219 0.1 0.2 0.3 -0.1364
F -0.205 -1.305 1.467 0.6 -0.4 0.5 -0.1336
F -0.090 -0.811 -0.741 -0.6 0.2 0.1 -0.1364
F 0.003 0.847 0.940 0.2 0.2 -0.5 -0.1910
F 1.811 0.309 -0.453 0.0 0.4 -0.1 -0.1303
C -2.842 4.633 4.301 -0.4 0.1 -1.0 -0.0924
C -2.176 5.794 3.570 0.0 -0.2 0.4 -0.2487
C -2.161 5.646 2.044 -0.2 0.6 0.1 -0.1673
C -1.312 4.561 1.565 -0.8 0.7 0.3 -0.1883
N -0.727 3.671 1.158 1.2 -0.7 0.1 0.2039
H -2.919 4.834 5.364 0.3 -0.3 0.2 0.0752
H -2.312 3.713 4.043 0.1 -0.1 0.5 0.0680
H -3.857 4.485 3.921 0.0 0.0 0.1 0.0725
H -1.149 5.884 3.935 0.0 0.2 -0.1 0.1100
H -2.693 6.718 3.828 0.1 0.1 -0.2 0.1107
H -1.833 6.599 1.620 0.2 -0.2 -0.2 0.1259
H -3.165 5.473 1.643 0.1 -0.2 0.1 0.1188
C -3.114 3.484 -2.671 -0.7 0.3 0.5 -0.1003
C -1.981 4.263 -2.028 0.4 0.2 -0.2 -0.2466
C -0.636 3.532 -1.889 0.3 0.1 -0.1 -0.1984
C 0.004 3.117 -3.140 -0.3 0.3 0.6 -0.2196
N 0.542 2.758 -4.083 0.2 -0.3 -0.7 0.1462
H -3.284 2.584 -2.076 0.0 -0.2 -0.4 0.0506
H -3.020 3.308 -3.741 0.6 -0.4 0.1 0.0726
H -4.044 4.065 -2.623 0.1 0.0 0.3 0.0780
H -2.208 4.552 -1.001 -0.5 -0.1 -0.1 0.0708
H -1.845 5.198 -2.581 0.3 -0.1 0.0 0.1153
H -0.655 2.637 -1.259 -0.5 0.1 0.0 0.0959
H 0.039 4.208 -1.357 0.2 -0.1 -0.2 0.1068
C 1.334 0.861 5.985 0.8 0.2 0.4 -0.0944
C 0.963 0.170 4.697 -0.1 -0.8 0.2 -0.2555
C -0.494 -0.321 4.642 0.5 0.1 -0.3 -0.1659
C -0.710 -1.415 5.580 0.3 1.8 -1.5 -0.2390
N -0.805 -2.303 6.272 -0.3 -1.9 1.6 0.1586
H 2.394 1.130 5.929 -0.2 0.4 0.0 0.0776
H 1.300 0.215 6.866 -0.4 -0.2 -0.2 0.0809
H 0.726 1.737 6.214 0.1 0.1 -0.2 0.0773
H 1.619 -0.701 4.588 -0.1 -0.1 0.0 0.1078
H 1.180 0.738 3.794 -0.2 0.4 0.2 0.0779
H -0.653 -0.708 3.635 -0.4 0.1 0.0 0.0912
H -1.183 0.494 4.863 -0.1 0.0 -0.1 0.1202
C -2.400 -0.838 -4.563 -1.3 -0.7 0.3 -0.2261
C -2.614 -0.862 -6.092 -0.2 1.1 -0.2 -0.2070
C -1.584 -1.776 -6.724 0.3 -0.7 -0.5 -0.2174
S -0.879 -2.737 -5.357 0.4 1.7 0.0 0.6609
O 0.516 -3.022 -5.570 0.0 -0.5 -0.2 -0.3279
O -1.809 -3.753 -4.949 0.0 -0.3 -0.2 -0.2968
C -1.029 -1.375 -4.203 -0.7 -0.5 -0.2 -0.2182
H -3.139 -1.493 -4.087 0.1 0.0 -0.1 0.1103
H -2.626 0.143 -4.186 0.3 0.5 0.3 0.0979
H -2.522 0.181 -6.415 0.6 -0.2 -0.3 0.1126
H -3.631 -1.068 -6.430 0.0 -0.6 0.5 0.1140
H -0.780 -1.239 -7.226 0.2 0.0 0.3 0.1045
H -1.948 -2.502 -7.450 -0.3 0.0 0.1 0.1045
H -0.239 -0.644 -4.353 0.3 -0.2 0.2 0.0963
H -1.059 -1.882 -3.241 0.4 0.4 0.3 0.1034
C -3.274 0.090 0.013 1.6 -0.1 -0.2 -0.2354
C -4.739 -0.026 -0.405 0.7 -0.2 0.2 -0.1956
C -5.449 1.252 -0.006 -0.9 0.8 0.1 -0.2105
S -4.423 2.091 1.235 1.0 -1.4 0.1 0.6818
O -5.054 2.256 2.518 -0.5 0.5 -0.1 -0.3212
O -3.752 3.198 0.587 -0.4 0.2 0.1 -0.3337
C -3.222 0.748 1.375 -0.8 0.6 -0.1 -0.2175
H -2.625 0.644 -0.676 -0.5 0.3 -0.1 0.1049
H -2.741 -0.862 0.055 -0.4 -0.2 0.1 0.1101
H -5.118 -0.885 0.148 -0.4 0.1 -0.1 0.1215
H -4.810 -0.219 -1.472 -0.2 -0.1 0.0 0.1131
H -6.452 1.109 0.393 0.1 -0.2 0.3 0.1044
H -5.576 1.989 -0.801 0.3 -0.1 -0.2 0.0968
H -3.597 0.084 2.154 0.1 0.1 0.1 0.1147
H -2.299 1.251 1.643 0.3 -0.3 0.0 0.0781
C 3.927 -1.301 -5.684 0.4 1.3 -1.4 -0.2058
C 2.738 -0.465 -5.138 0.2 -0.2 -0.9 -0.2187
C 2.716 -0.598 -3.633 -0.4 -0.1 -0.2 -0.2279
S 4.442 -0.592 -3.184 -0.8 -0.7 0.1 0.6930
O 4.589 -1.344 -1.958 0.2 -0.3 0.3 -0.3358
O 4.983 0.723 -3.283 0.4 0.4 -0.2 -0.2646
C 4.934 -1.622 -4.586 -1.0 -0.9 0.3 -0.2009
H 4.445 -0.687 -6.429 -0.1 0.1 0.1 0.1098
H 3.542 -2.110 -6.304 0.3 -0.6 0.7 0.1115
H 1.826 -0.821 -5.611 -0.1 -0.1 0.3 0.0821
H 2.886 0.544 -5.517 -0.2 0.3 0.6 0.1152
H 2.336 -1.575 -3.321 0.1 0.0 -0.1 0.1147
H 2.107 0.150 -3.133 0.4 0.3 0.2 0.0960
H 4.722 -2.651 -4.288 0.4 0.1 0.4 0.1052
H 5.986 -1.518 -4.815 0.1 0.3 -0.1 0.1073
N -2.475 -5.344 1.294 -0.3 0.4 -0.5 -0.0025
C -2.932 -6.551 1.723 0.0 -0.1 0.3 -0.1477
C -2.807 -6.566 3.083 0.2 -0.4 0.1 -0.1169
C -2.216 -5.339 3.481 -0.9 0.2 0.4 -0.1073
C -2.106 -4.569 2.359 0.7 -0.2 -0.1 -0.1415
H -2.450 -5.051 0.336 0.0 0.1 -0.1 0.1406
H -3.304 -7.311 1.061 0.0 0.1 -0.2 0.1043
H -3.095 -7.393 3.708 0.1 0.0 0.1 0.0885
H -2.059 -5.009 4.494 0.2 0.0 0.0 0.0872
H -1.708 -3.578 2.222 0.0 0.0 -0.1 0.0927
N 4.200 -2.244 3.039 -0.4 0.3 -0.3 0.0492
C 5.286 -2.968 2.628 0.0 -0.4 1.5 -0.1208
C 4.834 -4.063 1.936 0.2 0.5 -0.7 -0.0883
C 3.438 -3.905 1.809 -1.2 0.5 0.1 -0.1104
C 3.048 -2.754 2.494 1.1 -1.5 0.3 -0.1360
H 4.252 -1.477 3.686 0.0 0.2 -0.2 0.1492
H 6.233 -2.808 3.116 0.2 0.2 -0.4 0.1242
H 5.467 -4.803 1.477 -0.1 -0.1 0.1 0.1046
H 2.725 -4.488 1.247 0.2 -0.3 0.0 0.1108
H 2.059 -2.379 2.658 0.0 0.3 0.1 0.1013
```
Forces are in eV/Å.

Calculated values
M: 1042.033 g/mol
Multiplicity: 1
Total energy: -146919.933 eV
Maximum force: 2.53 eV Å⁻¹